# 1
# C8H16BNO3

2 unconnected molecules or ions with the total composition C8H16BNO3 (ωB97M-V/def2-TZVPD, OMol25).

XYZ file:
```
29
Properties=species:S:1:pos:R:3
C 1.6942 2.6762 0.4459
C 0.6442 1.6102 0.8725
C 0.9493 0.2719 0.2519
C 2.0082 -0.5029 0.9478
C 2.0829 -2.0245 0.6433
C 0.9969 -2.3500 -0.4554
O -0.3379 -1.8011 -0.1783
B -0.6468 -0.6259 0.2767
C -2.1967 -0.4914 0.7169
N -3.0705 -0.2900 -0.1826
C -4.4066 -0.2705 -0.3898
O -5.1398 0.6484 -0.1168
H 2.6840 2.5410 0.8755
H 1.4725 3.7751 0.6477
H 1.7229 2.6321 -0.5759
H -0.3465 1.9011 0.5936
H 0.7388 1.4911 1.9200
H 1.2957 0.3767 -0.8357
H 1.8546 -0.5025 1.9697
H 2.9430 0.0727 0.7240
H 3.1949 -2.2519 0.2909
H 1.8673 -2.6213 1.5175
H 1.2671 -1.8226 -1.4738
H 0.7788 -3.4340 -0.4748
H -2.4273 -0.8542 1.7083
H -4.7716 -1.1937 -1.0365
O -1.3128 0.9037 -2.8708
H -1.7324 1.1756 -2.0872
H -1.8065 0.9611 -3.7246
```

Computed properties:
Gap between HOMO and LUMO: 9.49 eV
SMILES: CC[C@H]1CCCOB1/C=N/C=O.O
HOMO level: -8.97 eV
ΔE to the lowest compared entry with this formula, charge and spin: 1.453 eV


# 2
# C2H6ClOPS

A single C2H6ClOPS molecule (ωB97M-V/def2-TZVPD, OMol25).

XYZ file:
```
12
Properties=species:S:1:pos:R:3
C -0.3936 -2.4049 -0.2951
O 0.8875 -1.7773 -0.3422
P 0.7508 -0.1877 0.5949
Cl 2.5743 0.5034 0.0823
S -0.3951 1.0229 -0.7799
C -0.3385 2.4842 0.3961
H -0.2856 -3.4765 -0.0858
H -0.8093 -2.2412 -1.3187
H -1.1502 -2.0268 0.3745
H 0.8040 2.6142 0.4641
H -0.8820 2.2789 1.2257
H -0.7623 3.2108 -0.3159
```

Computed properties:
Gap between HOMO and LUMO: 9.67 eV
SMILES: COP(Cl)SC
HOMO level: -9.20 eV
ΔE to the lowest compared entry with this formula, charge and spin: 1.351 eV


# 3
# C25H34N2O6

A single C25H34N2O6 molecule (ωB97M-V/def2-TZVPD, OMol25).

XYZ file:
```
67
Properties=species:S:1:pos:R:3
C -6.3682 -0.8150 0.3466
C -5.4816 0.3245 -0.1436
C -4.0385 0.1082 0.3042
C -3.0554 1.1690 -0.0950
C -3.4395 2.2354 -0.8383
C -2.5442 3.2895 -1.2407
O -2.8377 4.2485 -1.9128
O -1.2482 3.1814 -0.8107
C -0.8178 2.1368 -0.0710
C 0.5325 2.1936 0.2817
C 1.0610 1.1565 1.0379
C 0.2584 0.0647 1.3879
C -1.0798 0.0265 1.0617
O -1.9040 -0.9946 1.4349
C -1.4213 -2.0733 2.2014
C -0.7490 -3.1899 1.3877
O -0.2204 -4.1330 1.9341
N -0.8957 -3.0602 0.0578
C -0.3394 -4.0089 -0.8776
C 1.1732 -3.8335 -1.0584
N 1.5573 -2.4453 -1.2324
C 1.0868 -1.8473 -2.4703
C 1.4591 -0.3636 -2.4659
O 2.8501 -0.1799 -2.3626
C 3.3497 -0.8047 -1.2001
C 3.0005 -2.2896 -1.1581
C -1.6681 1.0818 0.3123
O 2.3416 1.1084 1.4546
C 3.1299 2.3022 1.3229
C 2.7890 3.2443 2.4818
C 4.5849 1.8472 1.4294
C 2.8639 2.9510 -0.0398
C 1.3944 3.3323 -0.1822
H -6.0241 -1.7678 -0.0503
H -6.3536 -0.8721 1.4329
H -7.3958 -0.6623 0.0262
H -5.5310 0.3709 -1.2331
H -5.8575 1.2673 0.2576
H -4.0175 0.0221 1.3932
H -3.6913 -0.8512 -0.0878
H -4.4530 2.3626 -1.1761
H 0.7351 -0.7387 1.9235
H -2.3130 -2.5148 2.6603
H -0.7552 -1.7544 3.0087
H -1.2078 -2.1735 -0.3045
H -0.8691 -3.9034 -1.8258
H -0.5182 -5.0119 -0.4815
H 1.5051 -4.4700 -1.8980
H 1.6609 -4.1847 -0.1462
H 0.0018 -1.9378 -2.5392
H 1.5389 -2.3355 -3.3527
H 1.1565 0.1145 -3.3993
H 0.9519 0.1272 -1.6206
H 4.4327 -0.6686 -1.2255
H 2.9348 -0.3243 -0.3056
H 3.3550 -2.7136 -0.2167
H 3.5022 -2.8106 -1.9936
H 3.3151 4.1875 2.3651
H 3.0862 2.7889 3.4235
H 1.7199 3.4366 2.5206
H 4.8502 1.2260 0.5784
H 4.7220 1.2667 2.3377
H 5.2424 2.7110 1.4564
H 3.1269 2.2326 -0.8198
H 3.5007 3.8275 -0.1556
H 1.1659 4.2325 0.3947
H 1.1597 3.5580 -1.2238
```

Computed properties:
Gap between HOMO and LUMO: 8.70 eV
SMILES: CCCc1cc(=O)oc2c3c(cc(OCC(=O)NCCN4CCOCC4)c12)OC(C)(C)CC3
HOMO level: -8.32 eV
ΔE to the lowest compared entry with this formula, charge and spin: 0.000 eV


# 4
# C16H27BBrI2O8PSSn

A molecular structure, C16H27BBrI2O8PSSn (ωB97M-V/def2-TZVPD, OMol25).

XYZ file:
```
58
Properties=species:S:1:pos:R:3
C -3.6137 0.3366 2.2070
C -2.1046 0.4912 2.1299
O -1.4340 0.1085 3.2853
C -1.6008 -0.2024 0.8476
C -0.0761 -0.2987 0.6478
O 0.7125 0.2630 1.6528
B 0.9224 1.6295 1.7644
O 0.1996 2.3884 2.6581
O 1.8388 2.2767 0.9910
C 0.2468 0.1359 -0.7996
C -0.2705 1.5153 -1.2240
C -1.0647 1.4145 -2.5273
C -1.3186 2.7662 -3.1680
Br -1.6833 2.4731 -5.1171
C 1.7484 0.0681 -1.2221
C 2.1008 0.6021 -2.5897
O 1.3760 -0.0634 -3.6303
C 1.3270 0.6195 -4.7871
O 0.5135 0.3496 -5.6700
C -0.3888 -1.0780 -1.4933
O -1.1316 -1.1626 -2.4416
O 0.0389 -2.1464 -0.8050
C 0.3494 -1.8316 0.5983
P -0.6911 -3.1616 1.4257
S -1.1186 -3.0918 3.3111
C 1.8581 -2.1087 0.9105
I 2.5794 -3.6631 -0.4707
C 2.1987 -2.5618 2.3315
C 1.9671 -1.5262 3.4211
I 4.3562 -2.9221 2.4054
H -4.0499 0.9206 1.3986
H -3.9316 -0.6910 2.0713
H -3.9888 0.7678 3.1246
H -1.9290 1.5588 2.0079
H -1.9561 -0.5036 3.8038
H -2.0662 -1.1792 0.7961
H -2.0920 0.3371 0.0405
H 0.2093 1.9875 3.5299
H 1.7383 3.2184 1.1383
H 0.5053 2.2674 -1.2657
H -0.9418 1.8863 -0.4479
H -0.6202 0.7595 -3.2644
H -2.0526 0.9607 -2.2967
H -2.2311 3.2620 -2.7286
H -0.5255 3.4877 -3.0196
H 2.3771 0.6273 -0.5373
H 2.1275 -0.9423 -1.1949
H 2.0043 1.6819 -2.6779
H 3.1616 0.4120 -2.7227
H 1.9996 1.4826 -4.8989
H -0.0034 -4.3369 1.1033
H -1.8406 -3.2099 0.6221
H 2.4881 -1.2670 0.6879
H 1.7864 -3.5137 2.6321
H 2.5382 -0.6318 3.2002
H 0.9275 -1.2379 3.5066
H 2.3076 -1.9380 4.3587
Sn -3.7790 2.2136 -3.6089
```

Computed properties:
Gap between HOMO and LUMO: 1.63 eV
HOMO level: -12.28 eV
Net charge: +2


# 5
# C15H22N6O3S

A single C15H22N6O3S molecule (ωB97M-V/def2-TZVPD, OMol25).

XYZ file:
```
47
Properties=species:S:1:pos:R:3
C -3.6206 -2.4464 3.2032
N -2.2327 -2.7964 2.9982
C -1.3370 -1.7268 3.3941
C 0.1127 -2.2069 3.2896
N 0.3862 -2.6316 1.9377
C 1.2309 -2.0754 1.0463
O 1.3265 -2.4708 -0.0993
C 2.1041 -0.9266 1.5340
S 1.1178 0.5755 1.8444
C 1.0507 1.1906 0.2251
N 1.8161 0.7639 -0.7638
C 1.4324 1.4989 -1.8278
C 0.4327 2.3939 -1.4772
C -0.1576 3.2947 -2.4148
O -1.0383 4.1077 -2.1944
N 0.4104 3.1376 -3.6823
C -0.0881 3.9908 -4.7488
C 1.4037 2.2457 -4.0674
O 1.7993 2.2057 -5.2115
N 1.9131 1.4129 -3.0927
C 2.9328 0.4399 -3.4198
N 0.1980 2.1737 -0.1340
C -0.7419 2.8697 0.6980
C -0.5225 -3.6752 1.5070
C -1.9640 -3.1855 1.6254
H -4.2436 -3.2998 2.9406
H -3.7762 -2.2122 4.2551
H -3.9368 -1.5814 2.5996
H -1.5524 -1.4544 4.4293
H -1.4642 -0.8273 2.7637
H 0.7829 -1.4102 3.6043
H 0.2450 -3.0700 3.9519
H 2.8044 -0.6715 0.7395
H 2.6305 -1.1627 2.4571
H -0.5101 3.3789 -5.5455
H 0.7291 4.5823 -5.1602
H -0.8502 4.6381 -4.3214
H 3.9076 0.7842 -3.0710
H 2.9526 0.3228 -4.5013
H 2.6892 -0.5010 -2.9290
H -1.4149 2.1581 1.1797
H -0.2188 3.4340 1.4726
H -1.3091 3.5517 0.0666
H -0.2822 -3.9302 0.4744
H -0.3817 -4.5509 2.1480
H -2.6449 -3.9937 1.3516
H -2.1210 -2.3445 0.9253
```

Computed properties:
Gap between HOMO and LUMO: 8.41 eV
SMILES: CN1CCN(C(=O)CSc2nc3c(c(=O)n(C)c(=O)n3C)n2C)CC1
HOMO level: -8.01 eV
ΔE to the lowest compared entry with this formula, charge and spin: 0.000 eV


# 6
# C10H11NO

A single C10H11NO molecule (ωB97M-V/def2-TZVPD, OMol25).

XYZ file:
```
23
Properties=species:S:1:pos:R:3
C 1.4145 -1.7633 -2.6988
C 1.0784 -0.6802 -1.8835
C 0.2991 -0.8030 -0.8015
C -0.0788 -2.0444 -0.1119
C -0.6055 -1.8226 1.1063
C -0.4633 -0.4454 1.3245
N -1.0013 0.1288 2.3778
C -0.7620 1.5389 2.4267
C -0.8288 2.3855 1.1750
C -0.3647 1.7349 -0.1303
O 1.1115 1.2417 0.1812
C -0.0375 0.3756 0.1098
H 2.3700 -1.7300 -2.9919
H 1.2333 -2.7076 -2.4746
H 0.8665 -1.9542 -3.8390
H 1.2588 0.3882 -2.2308
H -0.2144 -3.0739 -0.5238
H -1.4288 -2.4705 1.4297
H 0.2743 1.7500 2.9069
H -1.4283 1.9022 3.3726
H -2.0237 2.7437 1.1206
H -0.0800 3.2387 1.3907
H -0.5894 2.0671 -1.2355
```

Computed properties:
Gap between HOMO and LUMO: 8.40 eV
SMILES: C/C=C1\C=CC2=NCC[C@H]3O[C@]213
HOMO level: -8.29 eV
ΔE to the lowest compared entry with this formula, charge and spin: 6.621 eV


# 7
# C10H17BeN13

A molecular structure, C10H17BeN13 (ωB97M-V/def2-TZVPD, OMol25).

XYZ file:
```
41
Properties=species:S:1:pos:R:3
Be -0.6916 -0.3993 0.3621
N -0.2143 -1.0317 3.4562
C 0.2282 -1.9667 2.5370
N 0.8956 -3.0724 2.8050
N 1.1107 -3.6204 1.5891
N 0.5987 -2.8837 0.6637
N 0.0236 -1.8054 1.2423
C -1.1426 -0.0854 3.0724
N -1.8312 0.6499 3.9197
N -2.5842 1.4467 3.1291
N -2.3543 1.2072 1.8946
N -1.4168 0.2213 1.7989
H -0.2053 -1.2889 4.4286
N -1.6944 1.2404 -0.7734
C -1.8473 1.1518 -2.2254
C -2.5336 -0.1486 -2.5942
C -1.7134 -1.3820 -2.2752
N -1.4844 -1.5825 -0.8299
H -2.5935 1.3236 -0.3060
H -1.2118 2.0933 -0.5126
H -0.8507 1.1706 -2.6792
H -2.4011 2.0021 -2.6377
H -2.7429 -0.1530 -3.6669
H -3.5103 -0.2063 -2.1002
H -0.7322 -1.3001 -2.7498
H -2.1927 -2.2693 -2.6975
H -0.9161 -2.4205 -0.6895
H -2.3696 -1.7805 -0.3677
N 4.6740 1.9647 -0.5945
C 3.4341 1.4349 -0.4061
C 2.9635 0.3813 -1.1984
C 1.7018 -0.1109 -0.9737
N 0.8756 0.3723 -0.0391
C 1.3232 1.3814 0.7184
C 2.5707 1.9380 0.5723
H 5.3406 1.4750 -1.1634
H 5.0548 2.5805 0.1012
H 3.5845 -0.0633 -1.9630
H 1.3414 -0.9546 -1.5472
H 0.6416 1.7421 1.4785
H 2.8719 2.7485 1.2216
```

Computed properties:
Gap between HOMO and LUMO: 8.20 eV
HOMO level: -8.00 eV


# 8
# C3Br2ClFO

A molecular structure, C3Br2ClFO (ωB97M-V/def2-TZVPD, OMol25).

XYZ file:
```
8
Properties=species:S:1:pos:R:3
C -0.1592 -0.7474 0.2795
C 2.3275 -0.0719 -0.5273
C -1.1065 0.3073 0.0951
O -2.2096 0.3076 0.5507
F -0.5469 1.4583 -0.3774
Cl -0.2659 -2.1968 -0.4294
Br 3.5134 -1.3239 0.0999
Br 2.7244 1.6630 -0.0999
```

Computed properties:
Gap between HOMO and LUMO (spin up / spin down): 7.00 / 7.00 eV
HOMO level (spin up / spin down): -9.04 / -9.04 eV
ΔE to the lowest compared entry with this formula, charge and spin: 5.566 eV


# 9
# C25H38Cl2O3P2

A single C25H38Cl2O3P2 molecule (ωB97M-V/def2-TZVPD, OMol25).

XYZ file:
```
70
Properties=species:S:1:pos:R:3
C -2.2301 -3.2719 -1.4372
C -1.2130 -2.0872 -1.9382
P -0.4036 -1.1086 -0.4621
C 1.2132 -2.0633 -0.1091
C -0.0633 0.7230 -0.9769
C 0.3506 0.8812 -2.5601
Cl 1.5747 -0.4414 -3.1322
C 1.0511 2.3182 -2.9451
C 2.2560 2.1760 -4.0942
Cl -0.1658 3.5549 -3.6959
C 1.0312 1.2308 0.1405
C 2.6370 1.1052 -0.1627
C 3.3770 1.0154 1.3347
O 3.2053 1.9595 2.2952
C 4.4120 -0.2325 1.7278
C 5.9789 -0.1217 1.2358
C 7.0074 -1.3779 1.5768
C 6.5811 -2.7455 2.3811
C 5.0167 -2.8301 2.9176
C 3.9781 -1.5703 2.5750
C 0.4499 2.7168 0.5136
O 0.9144 3.7097 1.2756
O -0.8088 2.8942 -0.2261
C -1.4178 1.5370 -0.4285
C -1.9608 1.2132 1.0861
C -3.2233 0.1715 1.1659
C -3.1419 -0.5846 2.6557
C -4.6173 -0.6730 3.4029
C -2.4259 -2.0857 2.5178
P -2.7213 1.9721 -1.8048
C -3.6463 3.5933 -1.4041
C -3.8934 0.5060 -2.1487
H -3.0445 -2.8790 -0.6734
H -2.8154 -3.6526 -2.3912
H -1.6758 -4.2238 -0.9814
H -0.3004 -2.5672 -2.5179
H -1.6902 -1.2968 -2.6630
H 1.6880 -2.4783 -1.1212
H 1.9845 -1.5066 0.5726
H 0.8949 -3.0433 0.4932
H -0.5726 0.7603 -3.3074
H 1.5444 2.8836 -2.0473
H 1.9016 1.6204 -5.0633
H 2.4764 3.3001 -4.4288
H 3.2683 1.7796 -3.6458
H 0.8854 0.5155 1.0560
H 3.0809 2.0465 -0.7468
H 2.9431 0.0852 -0.7007
H 6.2867 0.8559 0.6620
H 8.1122 -1.2973 1.1957
H 7.3244 -3.6520 2.5962
H 4.7092 -3.7994 3.5008
H 2.8775 -1.7070 2.9939
H -2.3554 2.2482 1.5291
H -1.1474 0.8332 1.8363
H -3.1399 -0.6961 0.3789
H -4.2479 0.7372 1.1547
H -2.4363 0.0193 3.4022
H -5.1287 0.3840 3.4424
H -4.3768 -0.9576 4.5360
H -5.3062 -1.5313 2.9963
H -1.2887 -2.0261 2.2265
H -2.4883 -2.6014 3.5688
H -2.9685 -2.6642 1.6537
H -4.0526 3.6689 -0.3062
H -4.5246 3.7005 -2.1984
H -2.8849 4.4813 -1.6425
H -3.5269 -0.5351 -1.7602
H -4.9202 0.7511 -1.5920
H -4.1874 0.3598 -3.2839
```

Computed properties:
Gap between HOMO and LUMO: 7.56 eV
SMILES: CCP(C)[C@]1([C@H](Cl)[C@@H](C)Cl)[C@@H](CC(=O)c2ccccc2)C(=O)O[C@@]1(CCC(C)C)P(C)C
HOMO level: -7.85 eV


# 10
# C5H10O

A single C5H10O molecule (ωB97M-V/def2-TZVPD, OMol25).

XYZ file:
```
16
Properties=species:S:1:pos:R:3
C -1.0193 -1.7767 0.5266
C -1.0262 -0.2913 0.1668
C 0.3126 0.2154 -0.4052
C 0.2607 1.6302 -0.9579
C 1.3328 -0.0646 0.6207
O 2.2987 0.8320 0.7407
H -0.2247 -1.9983 1.2432
H -1.9756 -2.0802 0.9631
H -0.8478 -2.3968 -0.3613
H -1.8117 -0.0831 -0.5685
H -1.2683 0.3012 1.0609
H 0.6154 -0.4924 -1.1983
H -0.0975 2.3265 -0.1925
H 1.2541 1.9655 -1.2712
H -0.4188 1.6780 -1.8131
H 2.6157 0.2346 1.4461
```

Computed properties:
Gap between HOMO and LUMO: 9.19 eV
HOMO level: -8.30 eV
ΔE to the lowest compared entry with this formula, charge and spin: 3.016 eV


# 11
# C5H10O2

A single C5H10O2 molecule (ωB97M-V/def2-TZVPD, OMol25).

XYZ file:
```
17
Properties=species:S:1:pos:R:3
C 0.0663 1.2529 -2.2138
C 0.0415 1.2657 -0.6973
O -0.5075 0.0293 -0.2496
C -0.0266 -0.4046 1.0130
C -1.0823 -1.2737 1.6719
C 1.2357 -1.1778 0.6784
O 2.3590 -0.7954 0.9010
H -0.9147 0.9595 -2.6010
H 0.3168 2.2449 -2.6054
H 0.8134 0.5385 -2.5755
H 1.0593 1.4112 -0.3067
H -0.5856 2.0860 -0.3175
H 0.2434 0.4396 1.6632
H -0.7487 -1.5921 2.6648
H -2.0039 -0.6960 1.7774
H -1.2966 -2.1744 1.0847
H 1.0304 -2.1137 0.1124
```

Computed properties:
Gap between HOMO and LUMO: 10.56 eV
SMILES: CCO[C@@H](C)C=O
HOMO level: -9.51 eV
ΔE to the lowest compared entry with this formula, charge and spin: 1.718 eV


Number 1: F_max 4.15 eV/A, calculated total energy -619.68155 Eh. Number 2: F_max 5.69 eV/A, calculated total energy -1354.77400 Eh. Number 3: F_max 1.00 eV/A, calculated total energy -1534.02542 Eh. Number 4: F_max 2.63 eV/A, calculated total energy -5375.26413 Eh. Number 5: F_max 1.47 eV/A, calculated total energy -1537.30845 Eh. Number 6: F_max 6.53 eV/A, calculated total energy -517.42926 Eh. Number 7: F_max 0.42 eV/A, calculated total energy -1117.97910 Eh. Number 8: F_max 1.50 eV/A, calculated total energy -5897.41640 Eh. Number 9: F_max 8.96 eV/A, calculated total energy -2803.53289 Eh. Number 10: F_max 2.02 eV/A, calculated total energy -271.64177 Eh. Number 11: F_max 0.53 eV/A, calculated total energy -346.96228 Eh.